[1]
A 8-piece molecular cluster, C62H81F3N13O5P2S overall, computed with ωB97M-V with the def2-TZVPD basis set.

Structure (XYZ):
```
167
Properties=species:S:1:pos:R:3
C 3.04376 2.49222 2.16362
C 1.65911 1.85687 1.93350
C 1.76352 0.39043 1.48329
N 0.41408 -0.17978 1.54185
C 0.29665 -1.61769 1.33070
P 0.30778 -2.33679 3.12278
S 0.96996 -1.12402 4.47784
N 1.57012 -2.13691 0.74050
C 1.54843 -2.71332 -0.46524
N 2.72574 -3.00994 -1.00379
N 3.90191 -2.70357 -0.31196
C 4.94692 -2.70443 -1.05674
C 6.24744 -3.03293 -0.38344
C 4.96052 -2.35528 -2.52192
N 0.43377 -3.03458 -1.19920
C -0.62133 -1.98330 -1.03002
C -1.81133 -2.36196 -1.95416
C -1.83391 -3.77946 -2.54842
C -3.00719 -3.83780 -3.52370
O -2.88861 -4.34421 -4.62947
N -4.27252 -3.25903 -3.13171
C -4.42587 -1.90013 -3.60255
C -4.57080 -0.88202 -2.69586
C -4.68785 0.43026 -3.06329
C -4.66561 0.76075 -4.40087
C -4.55692 -0.25617 -5.30451
C -4.43908 -1.56465 -4.93662
C -0.06508 -0.64415 -1.50530
O 0.49928 -0.83088 -2.82955
C 0.35777 0.24809 -3.64529
F 1.27557 0.13162 -4.62041
F 0.57580 1.40794 -3.02752
F -0.84143 0.25564 -4.23084
C -0.95446 -2.01636 0.50446
C -2.21922 -1.15414 0.77850
C -2.51553 -0.75926 2.22605
C -3.88716 0.00073 2.24848
C -4.80048 -0.43514 3.40249
C -5.78666 -1.51957 2.98696
O -5.17521 -2.79131 3.09908
C -5.89197 -3.77763 2.36795
P -1.52751 -3.83017 0.78012
O -2.62363 -3.86924 2.00584
O -0.15472 -4.68415 1.16754
H 3.24285 2.47448 3.23258
H 3.83706 2.01414 1.59368
H 2.96694 3.55147 1.91472
H 1.14186 1.81669 2.89444
H 1.01640 2.43954 1.26805
H 2.45303 -0.07095 2.18386
H 2.17958 0.43434 0.46658
H -0.14200 0.33834 0.87338
H 1.10944 -3.49988 3.06672
H -0.97946 -2.77064 3.48223
H 2.14143 -2.65378 1.40348
H 2.75993 -3.46681 -1.90522
H 7.08256 -2.65157 -0.96495
H 6.31200 -4.09297 -0.15606
H 6.25439 -2.48681 0.56401
H 4.97377 -3.28847 -3.09755
H 5.91978 -1.88519 -2.72162
H 4.14198 -1.69888 -2.80422
H 0.75947 -3.03450 -2.16344
H -2.78857 -2.19415 -1.52143
H -1.75031 -1.70482 -2.82443
H -0.97086 -3.99514 -3.17176
H -2.03401 -4.54825 -1.80674
H -5.02914 -3.80410 -3.53721
H -4.56806 -1.12179 -1.63757
H -4.77113 1.17619 -2.28463
H -4.73470 1.80614 -4.66244
H -4.54552 -0.00497 -6.35864
H -4.35681 -2.37121 -5.65324
H -0.90723 0.04100 -1.61046
H 0.72353 -0.22631 -0.88514
H -2.15681 -0.24073 0.18269
H -3.07580 -1.74817 0.45379
H -2.63678 -1.59951 2.90508
H -1.79235 -0.07228 2.66301
H -4.39033 -0.18054 1.29446
H -3.67825 1.07064 2.28890
H -5.41395 0.42288 3.68578
H -4.22300 -0.76489 4.26594
H -6.12011 -1.33560 1.95780
H -6.65962 -1.47457 3.65009
H -5.80573 -4.73009 2.88689
H -5.46896 -3.83220 1.36001
H -6.95482 -3.53141 2.29316
H -2.26740 -4.23553 2.83086
H -0.42032 -5.56609 1.45931
N -7.57242 4.83031 -5.72510
C -7.66126 5.45753 -6.89618
C -6.60151 5.59041 -7.78146
C -5.37953 5.04390 -7.42848
C -5.26716 4.38892 -6.21270
C -6.39038 4.30996 -5.40368
H -8.63538 5.87244 -7.13000
H -6.73251 6.10883 -8.72117
H -4.52704 5.12678 -8.09070
H -4.32939 3.94886 -5.89959
H -6.35214 3.80377 -4.44419
N 4.02706 6.53999 2.06690
C 3.94631 7.14020 0.88140
C 5.02918 7.32451 0.03276
C 6.26698 6.85830 0.43802
C 6.37378 6.22956 1.66910
C 5.23244 6.09672 2.44038
H 2.95852 7.49128 0.60403
H 4.90197 7.81966 -0.91985
H 7.13641 6.98145 -0.19523
H 7.32309 5.85102 2.02280
H 5.26845 5.60950 3.40934
N 5.01651 10.03843 3.99562
C 4.97179 8.72452 4.22270
C 5.17472 8.15447 5.47112
C 5.44201 8.99176 6.54176
C 5.49401 10.35846 6.32407
C 5.27327 10.82732 5.03773
H 4.76553 8.10654 3.35919
H 5.12406 7.08127 5.59980
H 5.60709 8.58543 7.53185
H 5.70018 11.04675 7.13220
H 5.30114 11.89006 4.82244
N -1.80011 -2.93993 7.44321
C -2.38773 -2.91916 8.63932
C -1.91871 -2.17997 9.71434
C -0.77259 -1.42121 9.54005
C -0.14595 -1.43032 8.30477
C -0.69812 -2.20145 7.29416
H -3.27962 -3.52930 8.73218
H -2.43830 -2.19936 10.66238
H -0.37408 -0.83106 10.35559
H 0.75087 -0.85217 8.12654
H -0.24333 -2.23498 6.30844
N 6.61202 1.63739 2.63820
C 7.20994 2.76193 2.24972
C 8.56861 3.00051 2.38994
C 9.35099 2.01470 2.96889
C 8.74690 0.83748 3.38048
C 7.38005 0.69986 3.19170
H 6.55517 3.50356 1.80585
H 9.00161 3.93316 2.05439
H 10.41571 2.16137 3.09779
H 9.32149 0.04402 3.83824
H 6.86537 -0.20501 3.49791
N 5.05918 -2.02048 -7.63319
C 5.14944 -3.27180 -8.08069
C 4.34944 -4.31180 -7.62914
C 3.40501 -4.03647 -6.65480
C 3.29773 -2.73972 -6.17660
C 4.14418 -1.77353 -6.69886
H 5.90405 -3.44168 -8.84036
H 4.46538 -5.30867 -8.03129
H 2.76139 -4.82054 -6.27477
H 2.57164 -2.48122 -5.41599
H 4.09189 -0.74496 -6.35674
N -7.00830 -4.52197 -2.76237
C -7.06832 -5.70565 -3.37586
C -7.94490 -6.71627 -3.01529
C -8.80644 -6.48923 -1.95506
C -8.75802 -5.26759 -1.30377
C -7.84624 -4.32259 -1.74622
H -6.37346 -5.84263 -4.19878
H -7.95112 -7.65523 -3.55112
H -9.50611 -7.25309 -1.64107
H -9.41357 -5.05053 -0.47183
H -7.77696 -3.35084 -1.26896
```

Its total charge is +1. The HOMO energy comes out at -10.554 eV. The HOMO-LUMO gap is 7.90 eV.

=====

[2]
A 6-piece molecular cluster, C62H81N2O overall, computed with ωB97M-V with the def2-TZVPD basis set.

Structure (XYZ):
```
146
Properties=species:S:1:pos:R:3
C 5.22731 -2.55584 3.22326
C 4.84157 -1.96809 1.77355
C 3.58853 -2.87688 1.33012
C 4.41163 -0.47031 2.03345
C 4.71252 0.59207 0.89078
C 5.30697 1.93560 1.55775
C 4.48433 2.50321 2.76825
C 3.30706 3.52345 2.36406
C 1.95288 2.89947 2.89751
C 0.65778 3.29369 2.06504
C -0.31295 2.01786 2.09113
C -1.85276 2.41942 2.32293
C -2.72783 1.91799 1.10135
C -4.26222 1.71490 1.41672
C -4.70419 0.21260 1.60263
C -4.14710 -0.78470 0.50429
C -5.20787 -1.79686 -0.06084
N -4.44415 -2.87431 -0.75705
C -4.86399 -4.17783 -1.07666
C -3.80497 -4.93642 -1.72146
C -2.61131 -4.02170 -1.85290
C -3.12783 -2.80551 -1.24729
C 3.31970 1.03730 0.24591
C 2.86169 0.29695 -1.04196
C 1.78247 -0.72985 -0.89507
C 1.30544 -1.45157 -2.08101
C 1.82212 -1.19560 -3.44157
C 2.86570 -0.17831 -3.60750
C 3.33568 0.52399 -2.40665
C 5.82488 0.15295 -0.17076
C 6.05426 -1.40630 -0.32898
C 5.18089 -2.07126 -1.48780
C 7.56103 -1.54517 -0.88811
N 6.04641 -2.17139 0.93929
O 7.15205 -2.05255 1.61005
H 5.69410 -3.57145 3.15628
H 4.24584 -2.59018 3.79063
H 5.88080 -1.85207 3.80450
H 3.36897 -3.64088 2.13564
H 2.67292 -2.23980 1.26287
H 3.80167 -3.47766 0.40606
H 4.89667 -0.15745 3.00744
H 3.30230 -0.46301 2.25783
H 6.37103 1.77769 1.91449
H 5.39763 2.66960 0.69883
H 5.20195 3.13290 3.38142
H 4.06305 1.75236 3.48160
H 3.30570 3.78094 1.27389
H 3.47739 4.49726 2.91577
H 2.00734 1.76935 2.88732
H 1.81710 3.22858 3.97192
H 0.92636 3.58739 1.01234
H 0.12277 4.10937 2.62376
H -0.06633 1.32713 2.95158
H -0.18144 1.39348 1.15941
H -2.22675 1.85422 3.23210
H -1.95012 3.51996 2.50394
H -2.21187 1.02611 0.66134
H -2.66584 2.73148 0.31239
H -4.49219 2.24055 2.39437
H -4.88090 2.19319 0.61358
H -5.83801 0.16016 1.60681
H -4.39299 -0.17312 2.61674
H -3.77418 -0.17374 -0.36371
H -3.25625 -1.30530 0.96414
H -5.96511 -1.32366 -0.75116
H -5.74826 -2.31070 0.77738
H -5.86994 -4.62111 -0.88303
H -3.78573 -5.98843 -2.08426
H -1.59490 -4.19583 -2.27469
H -2.43167 -1.93158 -1.18162
H 3.43740 2.12937 -0.03677
H 2.45336 1.01489 0.96504
H 1.33560 -0.94231 0.11329
H 0.49990 -2.22191 -1.95890
H 1.46746 -1.75110 -4.33915
H 3.30483 0.09394 -4.60437
H 4.13732 1.30174 -2.55170
H 5.70737 0.67314 -1.16695
H 6.80366 0.55514 0.23623
H 4.09326 -2.14511 -1.23870
H 5.27826 -1.51455 -2.45362
H 5.55786 -3.12749 -1.62008
H 8.28263 -0.88624 -0.34921
H 7.54675 -1.35464 -1.99731
H 7.81229 -2.64311 -0.77776
C 3.96847 -8.95877 0.80326
C 4.66450 -7.78817 0.52655
C 4.50611 -6.67512 1.34332
C 3.65845 -6.73590 2.44318
C 2.96525 -7.90763 2.72204
C 3.11667 -9.01781 1.89999
H 4.08970 -9.82580 0.16399
H 5.33083 -7.74299 -0.32742
H 5.04432 -5.75975 1.12320
H 3.53843 -5.86919 3.08337
H 2.30539 -7.95529 3.58093
H 2.57176 -9.92978 2.11459
C -1.69647 -6.61039 -4.74102
C -1.16366 -6.89451 -5.99278
C 0.02852 -7.60110 -6.09728
C 0.68352 -8.03222 -4.94941
C 0.14899 -7.75133 -3.69781
C -1.03862 -7.03694 -3.59330
H -2.62489 -6.05612 -4.65927
H -1.67794 -6.56407 -6.88812
H 0.44722 -7.81684 -7.07352
H 1.61094 -8.58740 -5.03101
H 0.65905 -8.08887 -2.80253
H -1.45276 -6.81314 -2.61648
C 1.45469 6.19343 -0.72652
C 0.54688 6.64002 0.22605
C -0.45451 7.53393 -0.13270
C -0.55418 7.97415 -1.44729
C 0.35140 7.52470 -2.40076
C 1.35849 6.63771 -2.03993
H 2.23813 5.49837 -0.44533
H 0.62056 6.29126 1.24990
H -1.15859 7.88717 0.61224
H -1.33844 8.66785 -1.72866
H 0.27253 7.86687 -3.42639
H 2.06789 6.29152 -2.78257
C -3.01924 9.92602 2.25372
C -3.92698 10.37229 3.20646
C -4.92858 11.26614 2.84770
C -5.02831 11.70656 1.53316
C -4.12278 11.25741 0.57967
C -3.11565 10.37054 0.94043
H -2.23577 9.23120 2.53480
H -3.85322 10.02357 4.23026
H -5.63248 11.61921 3.59238
H -5.81245 12.40009 1.25221
H -4.20167 11.59977 -0.44594
H -2.40599 10.02457 0.19754
C -11.08311 -0.63316 -2.19085
C -10.13244 -1.59743 -2.50304
C -9.15320 -1.93408 -1.57643
C -9.13076 -1.31268 -0.33324
C -10.08358 -0.35097 -0.01960
C -11.05729 -0.00795 -0.94965
H -11.84482 -0.36838 -2.91508
H -10.15425 -2.08668 -3.47010
H -8.40749 -2.68182 -1.82268
H -8.36960 -1.57885 0.39166
H -10.06663 0.13232 0.95075
H -11.79710 0.74593 -0.70706
```

Its total charge is 0. The HOMO energy (spin up / spin down) comes out at -7.987 / -7.987 eV. Its spin multiplicity is 2. The HOMO-LUMO gap (spin up / spin down) is 8.53 / 8.22 eV. The expectation value of S² is 0.754.

=====

Number 1: molecular weight 1239.4 g mol⁻¹. Number 2: molecular weight 870.3 g mol⁻¹.